Formula: C19H34N2O2
Source: the Open Molecules 2025 dataset
Level of theory: ωB97M-V with the def2-TZVPD basis set

The LUMO energy comes out at 0.6 eV. The spin multiplicity is 1. For the energy above the lowest of the compared OMol25 structures with the same formula, charge and spin, the calculation gives 1.91 kcal per mole. As for the electronic energy: -27332.086 eV. The frontier orbital gap comes out at 9.7782 eV.

Last column: natural (NBO) charge in e.
Geometry (Å):
O -2.67 -1.68 2.15  -0.6528
C -2.11 -1.01 1.31  0.6851
N -0.86 -1.26 0.88  -0.6408
H -0.44 -0.71 0.14  0.4320
C -0.09 -2.38 1.35  -0.2308
C -0.09 -3.56 0.37  -0.4099
H -1.10 -3.96 0.29  0.2198
H 0.56 -4.34 0.76  0.1983
C 0.37 -3.15 -1.03  -0.2345
N 1.69 -2.55 -1.04  -0.6086
C 1.89 -1.22 -1.09  0.6960
O 0.97 -0.42 -1.15  -0.6673
C 3.34 -0.79 -1.09  -0.4897
C 3.53 0.48 -0.25  -0.3812
C 4.93 1.06 -0.39  -0.2115
H 5.14 1.24 -1.45  0.1937
C 6.04 0.17 0.19  -0.4121
C 7.09 1.11 0.81  -0.4044
C 6.62 2.53 0.47  -0.3979
H 7.02 2.85 -0.49  0.1949
C 5.10 2.39 0.37  -0.3957
H 4.66 2.30 1.36  0.1948
H 4.63 3.22 -0.15  0.2122
H 6.92 3.26 1.22  0.2103
H 7.13 0.98 1.89  0.2010
H 8.09 0.92 0.42  0.2078
H 6.48 -0.47 -0.58  0.2071
H 5.63 -0.49 0.96  0.1978
H 3.33 0.25 0.80  0.1971
H 2.80 1.21 -0.58  0.2283
H 3.98 -1.59 -0.72  0.2039
H 3.62 -0.58 -2.13  0.2298
H 2.48 -3.17 -0.93  0.3958
H -0.32 -2.40 -1.44  0.2278
H 0.37 -4.02 -1.69  0.2022
H 0.94 -2.05 1.54  0.1874
H -0.54 -2.70 2.30  0.2405
C -2.77 0.20 0.66  -0.4885
C -4.08 -0.22 -0.01  -0.3762
C -4.86 0.97 -0.58  -0.2178
C -5.32 1.94 0.51  -0.4077
C -6.72 2.39 0.08  -0.3972
H -7.31 2.79 0.90  0.2081
C -7.31 1.11 -0.51  -0.4011
H -8.19 1.28 -1.12  0.2078
H -7.58 0.43 0.30  0.1958
C -6.14 0.52 -1.31  -0.4007
H -6.16 0.92 -2.32  0.2016
H -6.21 -0.57 -1.38  0.2068
H -6.65 3.15 -0.70  0.1924
H -4.64 2.79 0.63  0.2103
H -5.40 1.42 1.47  0.1988
H -4.20 1.49 -1.28  0.1960
H -4.69 -0.75 0.73  0.2167
H -3.85 -0.92 -0.82  0.1977
H -2.98 0.92 1.44  0.2262
H -2.10 0.65 -0.07  0.2047

=====

Formula: C19H34N2O7
Source: the Open Molecules 2025 dataset
Level of theory: ωB97M-V with the def2-TZVPD basis set

The LUMO energy comes out at 0.5 eV. The spin multiplicity is 1. For the energy above the lowest of the compared OMol25 structures with the same formula, charge and spin, the calculation gives 56.05 kcal per mole. As for the electronic energy: -37562.652 eV. The frontier orbital gap comes out at 8.5682 eV.

Last column: natural (NBO) charge in e.
Geometry (Å):
O 3.35 0.10 -6.55  -0.5955
C 3.31 0.67 -7.68  0.7868
O 2.98 1.89 -7.93  -0.4520
C 3.37 2.30 -9.16  -0.0713
C 4.06 1.13 -9.87  -0.4409
C 3.95 0.00 -8.91  -0.5236
H 4.12 3.07 -9.02  0.1948
H 2.47 2.54 -9.73  0.1890
H 5.13 1.26 -10.06  0.2133
H 3.66 0.97 -10.86  0.2160
H 4.84 -0.61 -8.83  0.2508
H 3.08 -0.61 -9.18  0.2326
O -8.20 -8.07 0.89  -0.5917
C -7.65 -6.92 0.85  0.7800
O -8.20 -5.90 0.22  -0.4704
C -7.33 -4.79 0.22  -0.0699
C -5.97 -5.47 0.39  -0.4265
C -6.29 -6.58 1.42  -0.5249
H -7.50 -4.12 1.06  0.1779
H -7.48 -4.26 -0.72  0.2023
H -5.24 -4.72 0.67  0.2207
H -5.63 -5.92 -0.54  0.2149
H -6.44 -6.17 2.42  0.2349
H -5.72 -7.51 1.46  0.2525
C -4.87 0.01 6.50  -0.2443
O -4.60 -0.75 5.32  -0.7367
H -5.50 -0.63 7.11  0.1848
H -3.93 0.18 7.02  0.1632
H -5.29 1.00 6.33  0.1637
H -3.77 -0.51 4.89  0.4694
C -5.74 7.60 2.29  -0.2511
O -5.53 7.70 0.89  -0.7294
H -6.53 8.22 2.71  0.1586
H -5.87 6.63 2.77  0.1662
H -4.85 8.08 2.70  0.1822
H -6.13 7.21 0.31  0.4735
C -1.04 2.32 0.25  -0.2591
O -1.03 0.99 -0.28  -0.7181
H -0.06 2.76 0.09  0.1597
H -1.68 3.01 -0.30  0.1720
H -1.13 2.34 1.34  0.1784
H -0.25 1.02 -0.83  0.4671
N 2.12 -5.50 5.52  -0.5226
C 1.59 -4.41 4.71  -0.1066
C 2.12 -3.28 5.21  -0.2813
C 2.85 -3.55 6.42  -0.3312
C 2.83 -4.98 6.55  -0.0413
H 1.99 -6.48 5.30  0.4129
H 1.21 -4.54 3.71  0.2132
H 1.99 -2.34 4.69  0.2221
H 3.37 -2.93 7.14  0.2255
H 3.38 -5.65 7.20  0.2094
N 9.18 4.92 -0.39  -0.5082
C 9.04 3.68 -0.98  -0.0842
C 7.63 3.41 -1.01  -0.3005
C 6.98 4.52 -0.47  -0.3080
C 7.93 5.46 -0.20  -0.0767
H 10.06 5.37 -0.18  0.4132
H 9.95 3.18 -1.30  0.2108
H 7.18 2.53 -1.43  0.2226
H 5.91 4.61 -0.35  0.2251
H 7.83 6.47 0.18  0.2060

=====

Formula: C19H34NO7P
Source: the Open Molecules 2025 dataset
Level of theory: ωB97M-V with the def2-TZVPD basis set

The LUMO energy comes out at 0.4 eV. The spin multiplicity is 1. As for the electronic energy: -45368.397 eV. The frontier orbital gap comes out at 10.8847 eV.

Last column: natural (NBO) charge in e.
Geometry (Å):
C -3.22 1.02 1.66  -0.6070
C -2.49 -0.31 1.45  -0.3966
C -2.29 -1.10 2.76  -0.4043
C -0.82 -1.44 3.04  -0.3842
C -0.30 -2.71 2.33  -0.4172
C 0.55 -2.54 1.06  -0.3788
C 1.44 -1.31 0.98  -0.4125
C 2.32 -1.28 -0.27  -0.3867
C 2.86 0.12 -0.59  -0.3992
C 2.43 0.78 -1.90  -0.2290
C 2.70 -0.01 -3.17  -0.0817
O 2.28 0.89 -4.21  -0.4754
C 1.30 1.67 -3.75  0.8187
O 0.74 2.50 -4.40  -0.5531
C 1.03 1.37 -2.24  -0.5362
C 0.70 2.71 -1.56  -0.4330
C 0.37 2.61 -0.07  -0.0812
O 1.20 3.50 0.68  -0.5462
C 1.97 2.98 1.68  0.8074
C 1.18 2.39 2.82  -0.7415
O 3.16 3.07 1.64  -0.5336
P -0.41 0.23 -2.35  2.3807
O -0.44 -0.55 -3.59  -1.0804
O -1.70 1.11 -2.10  -0.9799
O -0.42 -0.68 -1.03  -1.0155
H -3.52 1.47 0.71  0.1971
H -2.60 1.73 2.21  0.1953
H -4.13 0.87 2.25  0.2093
H -1.51 -0.11 1.01  0.1921
H -3.03 -0.91 0.71  0.2006
H -2.87 -2.03 2.72  0.2103
H -2.67 -0.51 3.59  0.1967
H -0.22 -0.57 2.77  0.1818
H -0.69 -1.56 4.12  0.2068
H -1.17 -3.30 2.03  0.2325
H 0.24 -3.33 3.04  0.2030
H 1.16 -3.44 0.96  0.2063
H -0.11 -2.54 0.19  0.1790
H 0.79 -0.43 0.95  0.1926
H 2.07 -1.19 1.87  0.2072
H 1.76 -1.67 -1.13  0.1689
H 3.15 -1.97 -0.12  0.2150
H 3.95 0.10 -0.64  0.2241
H 2.63 0.79 0.24  0.2145
H 3.07 1.66 -1.99  0.2221
H 2.10 -0.91 -3.26  0.1963
H 3.75 -0.24 -3.32  0.2063
H -0.13 3.16 -2.10  0.2410
H 1.55 3.37 -1.68  0.2509
H -0.67 2.90 0.13  0.1777
H 0.49 1.58 0.30  0.1855
H 0.52 1.60 2.47  0.2301
H 0.56 3.17 3.26  0.2469
H 1.87 2.00 3.57  0.2439
H -1.69 1.69 -1.33  0.5104
H -0.04 -1.55 -1.22  0.5228
C -3.27 -2.32 -2.20  -0.7345
C -2.78 -3.11 -1.07  0.3110
N -2.40 -3.72 -0.17  -0.3668
H -3.84 -2.96 -2.88  0.2575
H -3.92 -1.53 -1.83  0.2559
H -2.44 -1.87 -2.74  0.2762

=====

Formula: C19H35AuCl3N2O6SSi
Source: the Open Molecules 2025 dataset
Level of theory: ωB97M-V with the def2-TZVPD basis set

The LUMO energy comes out at -5.3 eV. The spin multiplicity is 1. For the energy above the lowest of the compared OMol25 structures with the same formula, charge and spin, the calculation gives 36.81 kcal per mole. The net charge is +1. As for the electronic energy: -95507.171 eV. The frontier orbital gap comes out at 6.7751 eV.

Last column: natural (NBO) charge in e.
Geometry (Å):
Au -1.19 1.88 -0.44  1.2680
Cl -0.98 -0.48 -4.87  0.0508
C -2.29 -0.62 -3.68  -0.2205
Cl -3.84 -0.54 -4.49  0.0843
Cl -2.15 -2.15 -2.81  0.0642
C -2.13 0.63 -2.75  0.7366
O -2.61 1.67 -3.09  -0.5809
O -1.39 0.37 -1.68  -0.6716
C 1.53 -0.45 4.05  -0.6381
C 2.63 -0.34 3.01  0.2858
C 3.89 -1.04 3.49  -0.6184
C 2.93 1.11 2.66  -0.6292
O 2.24 -1.03 1.80  -0.9552
Si 0.91 -1.40 0.98  2.3317
S -0.40 0.43 1.12  -0.6602
O 1.20 -1.78 -0.54  -0.9628
C 2.18 -1.49 -1.58  0.2976
C 3.18 -0.46 -1.09  -0.6422
C 1.41 -0.96 -2.77  -0.6291
C 2.86 -2.80 -1.91  -0.6253
O 0.09 -2.51 1.79  -0.9487
C -1.18 -3.22 1.69  0.2816
C -1.54 -3.44 0.24  -0.6417
C -0.95 -4.54 2.41  -0.6172
C -2.25 -2.42 2.42  -0.6318
H 1.85 0.00 4.99  0.2253
H 1.28 -1.50 4.23  0.2308
H 0.62 0.06 3.72  0.2035
H 4.26 -0.55 4.40  0.2168
H 4.66 -0.99 2.73  0.2173
H 3.68 -2.08 3.72  0.2221
H 3.19 1.67 3.56  0.2195
H 2.05 1.57 2.19  0.2040
H 3.76 1.16 1.95  0.2192
H 2.68 0.48 -0.84  0.2003
H 3.92 -0.27 -1.87  0.2238
H 3.70 -0.82 -0.20  0.2320
H 0.81 -0.10 -2.48  0.2061
H 0.73 -1.73 -3.16  0.2256
H 2.09 -0.67 -3.56  0.2172
H 3.40 -3.18 -1.04  0.2190
H 3.56 -2.67 -2.73  0.2179
H 2.11 -3.54 -2.21  0.2205
H -0.73 -3.94 -0.29  0.2242
H -1.73 -2.48 -0.25  0.2150
H -2.44 -4.05 0.17  0.2235
H -0.16 -5.11 1.91  0.2190
H -1.86 -5.13 2.40  0.2162
H -0.65 -4.36 3.44  0.2173
H -2.37 -1.44 1.96  0.2127
H -1.98 -2.28 3.47  0.2169
H -3.21 -2.94 2.36  0.2212
N -0.27 4.33 -2.32  -0.7754
C -1.61 4.44 -2.10  0.4237
C -2.35 5.49 -2.67  -0.2772
C -3.69 5.58 -2.42  -0.0971
C -4.31 4.63 -1.59  -0.2785
C -3.54 3.65 -1.06  0.0627
N -2.20 3.56 -1.28  -0.6010
H 0.14 4.86 -3.08  0.4160
H 0.21 3.49 -2.05  0.3971
H -1.84 6.20 -3.31  0.2369
H -4.27 6.38 -2.86  0.2415
H -5.37 4.67 -1.39  0.2486
H -3.97 2.88 -0.42  0.2190
O -0.58 3.35 1.02  -0.8916
H -1.21 4.08 1.09  0.5227
H -0.51 2.91 1.88  0.5380